Density functional theory data (ωB97M-V/def2-TZVPD) for an isolated molecule of C4H8N2O2 at a distorted geometry.

Calculated values
Calculated total energy, Ha: -417.14411
ΔE to the lowest compared entry with this formula, charge and spin, kcal/mol: 70.18
SMILES: C[C@@]12O[C@]1(N)O[C@H]2N
LUMO, Ha: 0.0300

Structure (ORCA input):
```
! RIJCOSX wB97M-V def2-TZVPD def2/J DEFGRID3
* xyz 0 1
C -0.6664 0.4889 -1.5952
C 0.3282 -1.1768 0.3862
C -0.5363 -0.1105 -0.2361
N 1.3225 -2.0274 -0.0798
N -0.0011 1.8581 1.1644
C -0.5511 0.5897 1.1042
O -1.0054 -1.4411 0.0178
O 0.4394 -0.6088 1.6345
H 1.0451 -2.5579 -0.8918
H 2.2239 -1.5839 -0.1813
H 0.0676 2.2251 2.1041
H 0.8882 1.9363 0.6860
H -1.4551 0.4906 1.7029
H -0.1478 1.4459 -1.6349
H -1.7164 0.6513 -1.8412
H -0.2354 -0.1795 -2.3398
*
```

***

Density functional theory data (ωB97M-V/def2-TZVPD) for a structure of composition C21H29O4P2PtS.

Calculated values
Calculated total energy, Ha: -2318.56605
ΔE to the lowest compared entry with this formula, charge and spin, kcal/mol: 0.00
LUMO, Ha: -0.1538

Structure (ORCA input):
```
! RIJCOSX wB97M-V def2-TZVPD def2/J DEFGRID3
* xyz 1 1
Pt 0.1863 -0.3003 -0.1153
O -2.8925 -0.5393 2.4801
C -2.1335 -0.9122 1.6245
O -1.1284 -0.1234 1.2950
C -2.2981 -2.2765 0.9596
P -1.2510 -2.9988 -0.3692
C -1.2532 -1.6576 -1.6633
C -0.6560 -1.9908 -2.8933
C -0.6264 -1.0927 -3.9345
C -1.1966 0.1765 -3.7951
C -1.8139 0.5225 -2.6163
C -1.8584 -0.3888 -1.5491
C 0.4845 -2.7208 0.2557
C 0.8586 -2.1363 1.4848
C 2.2122 -2.0558 1.8546
C 3.1907 -2.5523 1.0265
C 2.8318 -3.1667 -0.1774
C 1.5126 -3.2552 -0.5487
H -3.3242 -2.3137 0.5803
H -2.2943 -3.0079 1.7741
H -0.2305 -2.9765 -3.0270
H -0.1811 -1.3812 -4.8772
H -1.1849 0.8693 -4.6257
H -2.2879 1.4869 -2.4999
H -2.4445 -0.1216 -0.6809
H 0.1093 -1.8576 2.2113
H 2.4696 -1.6314 2.8155
H 4.2294 -2.5061 1.3232
H 3.5953 -3.6026 -0.8072
H 1.2526 -3.7607 -1.4694
C 1.8226 2.1652 -2.4954
P 2.6039 0.6254 -2.0340
C 3.4414 -0.0300 -3.4667
C 3.8493 0.9317 -0.7857
O 1.5805 -0.4109 -1.5827
H 2.5645 2.9511 -2.6320
H 1.0865 2.4674 -1.7419
H 1.2923 2.0080 -3.4349
H 4.1922 0.6767 -3.8198
H 2.7162 -0.2109 -4.2587
H 3.9252 -0.9707 -3.2071
H 4.5336 1.7129 -1.1140
H 4.4079 0.0090 -0.6247
H 3.3853 1.2198 0.1550
O -0.6671 2.5388 -0.0555
S 0.4681 2.2080 0.8676
C 1.4419 3.7443 0.9209
C 1.6371 4.1003 2.3868
C 0.3141 3.7437 3.0684
C -0.0458 2.3386 2.5995
H 0.7591 4.4259 0.4116
H 2.3572 3.6435 0.3413
H 1.8981 5.1516 2.4987
H 2.4527 3.5148 2.8177
H -0.4641 4.4469 2.7679
H 0.3862 3.7777 4.1547
H -1.1042 2.0837 2.6088
H 0.5007 1.5641 3.1395
*
```

***

Density functional theory data (ωB97M-V/def2-TZVPD) for a cluster of 8 separate species, C22H44O23S5 in total at a distorted geometry.

Calculated values
Calculated total energy, Ha: -4585.41591
<S²>: 0.754
LUMO (alpha / beta), Ha: -0.0852 / -0.3146

Structure (ORCA input):
```
! RIJCOSX wB97M-V def2-TZVPD def2/J DEFGRID3
* xyz 1 2
C 2.9595 -4.8847 -2.1408
C 4.1525 -4.2680 -1.3573
C 3.5107 -3.9555 -0.0040
O 2.1549 -3.8736 -0.3636
C 1.8313 -3.9415 -1.7378
H 2.5975 -5.9016 -1.9893
H 3.0438 -4.7495 -3.2191
H 4.4410 -3.3725 -1.9077
H 5.0850 -4.8263 -1.2742
H 3.9272 -3.0158 0.3587
H 3.6643 -4.7614 0.7136
H 1.9521 -2.9177 -2.0919
H 0.8399 -4.3254 -1.9780
C 3.7560 -0.1803 -4.5256
C 2.6243 0.8060 -4.1763
C 1.4813 -0.1395 -4.2507
O 1.6951 -1.1059 -5.2735
C 3.1068 -1.3113 -5.2960
H 4.3572 -0.5176 -3.6813
H 4.3900 0.3789 -5.2136
H 2.3142 1.5145 -4.9444
H 2.5208 1.2171 -3.1721
H 0.4611 0.2441 -4.2573
H 1.4038 -0.7798 -3.3719
H 3.4971 -1.2830 -6.3133
H 3.3747 -2.2761 -4.8653
C -7.0770 -2.1424 -0.5572
C -6.8194 -3.0628 0.5614
C -5.4024 -3.5650 0.3460
O -4.8541 -2.5544 -0.5689
C -5.7320 -1.4788 -0.7595
H -7.8505 -1.4713 -0.1840
H -7.4840 -2.6095 -1.4540
H -7.6387 -3.7753 0.4651
H -7.0257 -2.6101 1.5312
H -5.3824 -4.5972 -0.0035
H -4.8571 -3.6762 1.2831
H -5.7797 -1.0330 -1.7531
H -5.4185 -0.7153 -0.0475
C 6.5831 -0.3653 -1.2538
C 6.5128 1.0252 -0.7250
O 5.8819 0.8938 0.5332
S 5.1831 -0.6249 0.8055
O 3.7364 -0.5929 0.9863
O 6.0064 -1.4862 1.6869
O 5.4993 -1.0319 -0.7430
H 7.4661 -0.9531 -1.0031
H 6.2425 -0.3040 -2.2874
H 5.9592 1.7621 -1.3069
H 7.5010 1.4844 -0.6972
C 3.0647 4.9263 -0.8364
C 2.7782 3.5745 -1.5844
O 1.9219 2.8898 -0.7450
S 1.0455 3.8662 0.2073
O 0.8400 3.2491 1.5370
O -0.1658 4.2675 -0.5944
O 2.2171 4.9675 0.2383
H 2.9762 5.7702 -1.5206
H 4.1351 4.9716 -0.6361
H 3.7641 3.1165 -1.6644
H 2.3872 3.8094 -2.5743
C -0.5729 -0.4604 -0.6823
C 0.3494 -0.2634 0.5462
O -0.3335 -0.7323 1.6977
S -2.0113 -0.8801 1.3724
O -2.5948 0.4548 1.4440
O -2.5914 -1.9864 2.1198
O -1.6653 -1.2907 -0.2234
H -0.1701 -1.0171 -1.5284
H -0.9331 0.4846 -1.0888
H 0.5744 0.7748 0.7905
H 1.1816 -0.9658 0.5020
C -0.6967 1.6821 3.9416
C 0.1113 2.1828 5.1581
O -0.3646 3.4206 5.4702
S -1.9118 3.6255 4.9346
O -2.3465 5.0208 4.4738
O -2.8570 2.8342 5.6545
O -1.5128 2.8256 3.6507
H -1.2776 0.7763 4.1154
H 0.0075 1.4705 3.1370
H 1.1413 2.4033 4.8776
H 0.1847 1.4190 5.9322
C -5.1293 2.7428 2.7286
C -6.5859 3.1237 2.4568
O -7.3535 1.9774 2.6882
S -6.5225 0.9347 3.7810
O -6.0525 -0.2076 3.0800
O -7.1727 0.8002 5.1000
O -5.2554 2.0089 3.8849
H -4.6285 3.6834 2.9579
H -4.5847 2.2313 1.9349
H -6.8280 3.4954 1.4612
H -6.9545 3.7330 3.2820
*
```

***

Density functional theory data (ωB97M-V/def2-TZVPD) for an isolated molecule of C5H10O at a distorted geometry.

Calculated values
Calculated total energy, Ha: -271.66423
ΔE to the lowest compared entry with this formula, charge and spin, kcal/mol: 55.46
SMILES: CCCCC=O
LUMO, Ha: 0.0186

Structure (ORCA input):
```
! RIJCOSX wB97M-V def2-TZVPD def2/J DEFGRID3
* xyz 0 1
C -2.3663 0.3453 -0.1598
C -1.0839 -0.4733 -0.0172
C 0.1807 0.3914 0.1255
C 1.4212 -0.5659 0.2377
C 2.8544 -0.0009 0.0086
O 2.6976 1.0345 0.6086
H -3.2422 -0.3041 -0.2713
H -2.5309 0.9793 0.7189
H -2.3217 0.9983 -1.0391
H -1.1715 -1.1363 0.8554
H -0.9724 -1.1310 -0.8903
H 0.2713 1.0421 -0.7567
H 0.0609 1.0606 0.9913
H 1.4004 -1.1930 -0.6265
H 1.3939 -1.0824 1.2003
H 3.4084 0.0353 -0.9853
*
```

***

Density functional theory data (ωB97M-V/def2-TZVPD) for the ion C4H10NOS with charge +2 at a distorted geometry.

Calculated values
Calculated total energy, Ha: -685.84300
ΔE to the lowest compared entry with this formula, charge and spin, kcal/mol: 0.52
<S²>: 0.753
LUMO (alpha / beta), Ha: -0.2923 / -0.4784

Structure (ORCA input):
```
! RIJCOSX wB97M-V def2-TZVPD def2/J DEFGRID3
* xyz 2 2
O -1.8648 -0.7322 -2.2650
C -1.2728 0.0774 -1.6172
C -0.5390 -0.3707 -0.3476
C 0.8153 0.3448 -0.1205
C 0.9155 1.4012 0.9887
S 0.2113 0.9445 2.5733
N -0.4694 -1.8621 -0.4333
H -1.2398 1.1310 -1.9204
H -1.2323 -0.1321 0.4615
H 1.5697 -0.4254 0.0550
H 1.0702 0.7574 -1.0954
H 0.3461 2.2863 0.6910
H 1.9576 1.6821 1.1593
H 1.0898 1.5993 3.3640
H 0.4773 -2.1933 -0.6739
H -1.0787 -2.1363 -1.2299
H -0.7561 -2.3720 0.4105
*
```

***

Density functional theory data (ωB97M-V/def2-TZVPD) for a cluster of 2 separate species, C4H13N2Si in total at a distorted geometry.

Calculated values
Calculated total energy, Ha: -558.75527
ΔE to the lowest compared entry with this formula, charge and spin, kcal/mol: 25.96
<S²>: 2.016
LUMO (alpha / beta), Ha: -0.1547 / -0.2914

Structure (ORCA input):
```
! RIJCOSX wB97M-V def2-TZVPD def2/J DEFGRID3
* xyz 1 3
C 2.7784 -0.7617 -0.1748
C -1.3494 0.3400 2.1747
C -1.5362 -1.3816 -0.7579
C -1.3589 1.7064 -0.7673
N 1.7833 -0.7105 0.6162
N 2.8820 0.2687 -1.0740
Si -1.3371 0.1599 0.2661
H 3.6093 -1.4248 -0.2274
H -0.7110 -0.4712 2.5394
H -1.1513 1.2876 2.5555
H -2.3916 0.3268 2.4397
H -0.4487 -1.8121 -0.9727
H -2.1673 -2.1428 -0.2999
H -2.0903 -1.2509 -1.7997
H -2.0020 2.6458 -0.4193
H -0.3386 2.0072 -0.6048
H -1.4948 1.5339 -1.8589
H 1.7147 -1.5782 1.3419
H 3.3414 0.2191 -2.0089
H 2.2680 1.0386 -0.9680
*
```

***

Question: Which value of calculated total energy does entry 2 give?
Answer: -2318.56605 Ha